[1]
C13H32BNO8P | wB97M-V/def2-TZVPD

Element x y z (Å)
1 N 1.413 1.272 -0.687
2 C 2.098 1.253 0.644
3 B 1.657 2.515 1.604
4 P 2.898 2.777 3.060
5 O 2.260 4.186 3.734
6 O 4.261 3.450 2.313
7 H 1.810 2.079 -1.156
8 H 0.468 1.578 -0.483
9 H 3.171 1.213 0.469
10 H 1.829 0.324 1.134
11 H 1.520 3.552 0.950
12 H 0.578 2.264 2.125
13 H 1.885 4.669 2.977
14 H 5.024 2.904 2.547
15 O -2.884 3.705 7.734
16 C -1.803 4.210 7.588
17 O -1.076 3.899 6.511
18 C 0.143 4.586 6.166
19 C 1.344 3.995 6.867
20 C -1.226 5.138 8.636
21 H 0.036 5.656 6.352
22 H 0.260 4.455 5.094
23 H 1.268 4.090 7.953
24 H 2.251 4.495 6.532
25 H 1.429 2.937 6.626
26 H -0.710 4.536 9.383
27 H -2.050 5.658 9.118
28 H -0.536 5.880 8.245
29 O -1.293 -0.422 -1.438
30 C -0.984 -0.502 -2.587
31 O -1.900 -0.186 -3.539
32 C -1.560 -0.076 -4.920
33 C -1.593 -1.422 -5.613
34 C 0.385 -0.991 -2.989
35 H -0.598 0.425 -5.040
36 H -2.317 0.586 -5.340
37 H -0.850 -2.097 -5.193
38 H -1.394 -1.321 -6.680
39 H -2.568 -1.890 -5.486
40 H 0.364 -2.080 -3.042
41 H 1.071 -0.678 -2.203
42 H 0.745 -0.596 -3.937
43 O -0.983 -4.489 -6.787
44 C -0.990 -5.351 -5.955
45 O -1.992 -5.362 -5.057
46 C -2.180 -6.410 -4.103
47 C -1.373 -6.178 -2.842
48 C 0.133 -6.355 -5.836
49 H -1.975 -7.382 -4.554
50 H -3.244 -6.384 -3.875
51 H -0.302 -6.186 -3.043
52 H -1.589 -6.953 -2.107
53 H -1.622 -5.209 -2.411
54 H 0.918 -5.924 -5.217
55 H 0.534 -6.532 -6.830
56 H -0.164 -7.312 -5.415

Energy relative to the best compared isomer or geometry (same formula, charge and spin): 0.000 eV
Net charge: -1
Lowest unoccupied orbital energy: 1.96 eV
Orbital gap: 0.204 hartree
2S+1: 1
E: -41837.27630 eV

[2]
C13H32BaO3SSi | wB97M-V/def2-TZVPD

Element x y z (Å)
1 Ba -1.839 -2.617 1.096
2 C -3.248 -4.959 1.650
3 H -3.048 -4.307 2.513
4 H -4.300 -4.840 1.378
5 H -3.006 -5.981 1.959
6 H -2.614 -4.795 0.710
7 H -1.737 -4.404 -0.833
8 C 1.662 -3.049 0.187
9 C 1.519 -1.578 0.585
10 C 1.933 -1.338 2.034
11 C 2.271 -0.680 -0.372
12 O 0.085 -1.266 0.465
13 Si -0.605 0.280 0.325
14 S -2.547 0.171 0.861
15 O 0.340 1.167 1.318
16 C 0.805 2.549 1.397
17 C -0.239 3.382 2.127
18 C 2.092 2.492 2.202
19 C 1.105 3.126 0.027
20 O -0.226 0.753 -1.204
21 C -0.994 0.943 -2.402
22 C -2.059 2.011 -2.174
23 C -0.024 1.404 -3.497
24 C -1.649 -0.382 -2.785
25 H 2.731 -3.290 0.116
26 H 1.203 -3.251 -0.794
27 H 1.226 -3.746 0.925
28 H 3.007 -1.567 2.116
29 H 1.764 -0.284 2.289
30 H 1.369 -1.970 2.742
31 H 1.871 -0.757 -1.397
32 H 2.238 0.363 -0.020
33 H 3.314 -1.032 -0.353
34 H -0.427 2.986 3.128
35 H 0.127 4.412 2.234
36 H -1.183 3.420 1.571
37 H 2.846 1.871 1.696
38 H 2.506 3.501 2.297
39 H 1.921 2.096 3.208
40 H 1.816 2.499 -0.522
41 H 0.197 3.271 -0.569
42 H 1.572 4.113 0.172
43 H -1.594 2.972 -1.913
44 H -2.630 2.165 -3.105
45 H -2.755 1.701 -1.380
46 H 0.754 0.647 -3.677
47 H -0.568 1.563 -4.440
48 H 0.459 2.355 -3.225
49 H -0.894 -1.180 -2.846
50 H -2.421 -0.660 -2.050
51 H -2.125 -0.278 -3.770

Energy relative to the best compared isomer or geometry (same formula, charge and spin): 0.170 eV
Lowest unoccupied orbital energy: -0.38 eV
Orbital gap: 0.241 hartree
2S+1: 1
E: -39553.58309 eV

[3]
C13H32N10O20S | wB97M-V/def2-TZVPD

Element x y z (Å)
1 N 2.229 2.682 -0.039
2 C 3.306 2.179 -0.939
3 C 2.652 1.030 -1.854
4 O 3.547 0.814 -2.995
5 C 2.508 -0.359 -1.079
6 O 1.307 -0.499 -0.274
7 C 0.151 -0.435 -1.042
8 O 0.058 -0.600 -2.262
9 O -1.054 -0.096 -0.316
10 N -1.131 1.289 -0.189
11 C -1.785 1.765 -1.239
12 S -2.057 2.662 -2.607
13 H 2.584 3.436 0.581
14 H 1.550 3.145 -0.662
15 H 4.253 1.852 -0.404
16 H 3.563 3.038 -1.659
17 H 1.688 1.444 -2.286
18 H 4.413 1.225 -2.785
19 H 2.633 -1.222 -1.823
20 H 3.389 -0.407 -0.341
21 C -3.173 -1.202 1.482
22 N -4.643 -1.120 1.670
23 O -5.172 -0.051 1.427
24 O -5.211 -2.128 2.052
25 H -2.810 -0.237 1.140
26 H -2.731 -1.461 2.444
27 H -2.979 -1.973 0.737
28 C 0.378 4.928 -5.441
29 N 1.096 5.034 -4.144
30 O 0.681 4.359 -3.217
31 O 2.048 5.790 -4.103
32 H -0.443 4.223 -5.330
33 H 0.005 5.920 -5.691
34 H 1.092 4.576 -6.183
35 C 4.787 4.196 3.645
36 N 3.818 3.880 2.564
37 O 4.044 4.342 1.452
38 O 2.869 3.183 2.865
39 H 5.577 4.822 3.235
40 H 4.244 4.724 4.428
41 H 5.192 3.254 4.010
42 C 0.072 -3.057 2.348
43 N -0.806 -3.803 3.289
44 O -1.477 -3.147 4.073
45 O -0.792 -5.017 3.209
46 H -0.043 -1.990 2.534
47 H 1.097 -3.373 2.535
48 H -0.241 -3.308 1.336
49 C -6.344 -4.819 0.647
50 N -6.967 -5.589 -0.460
51 O -7.741 -6.480 -0.157
52 O -6.656 -5.272 -1.595
53 H -6.709 -5.208 1.595
54 H -5.265 -4.945 0.569
55 H -6.630 -3.776 0.523
56 C 0.318 -4.280 -3.403
57 N 1.059 -4.146 -2.123
58 O 0.668 -4.806 -1.175
59 O 2.006 -3.381 -2.114
60 H -0.495 -4.989 -3.265
61 H -0.067 -3.295 -3.664
62 H 1.021 -4.641 -4.153
63 C -6.961 0.768 -1.013
64 N -6.386 1.628 -2.078
65 O -5.650 2.535 -1.726
66 O -6.692 1.363 -3.227
67 H -6.600 1.120 -0.050
68 H -8.045 0.846 -1.072
69 H -6.628 -0.252 -1.199
70 C 7.312 -0.035 5.133
71 N 6.434 1.123 4.824
72 O 6.889 1.997 4.102
73 O 5.321 1.116 5.315
74 H 8.267 0.106 4.631
75 H 7.445 -0.067 6.213
76 H 6.813 -0.932 4.769

Lowest unoccupied orbital energy: -1.08 eV
Orbital gap: 0.283 hartree
SMILES: NC[C@@H](O)COC(=O)ON=C=S.C[N+](=O)[O-].C[N+](=O)[O-].C[N+](=O)[O-].C[N+](=O)[O-].C[N+](=O)[O-].C[N+](=O)[O-].C[N+](=O)[O-].C[N+](=O)[O-]
2S+1: 1
E: -80658.85961 eV

[4]
C13H32N3O3 | wB97M-V/def2-TZVPD

Element x y z (Å)
1 C -4.316 -2.991 -5.095
2 C -3.953 -3.082 -3.474
3 C -2.574 -2.152 -3.297
4 C -1.838 -2.366 -1.838
5 C -2.632 -1.692 -0.570
6 N -0.391 -1.895 -1.982
7 O -0.069 -0.858 -1.189
8 C 0.209 0.369 -1.951
9 C 1.628 0.324 -2.809
10 H -5.275 -2.318 -5.215
11 H -4.499 -4.049 -5.586
12 H -3.467 -2.479 -5.730
13 H -4.822 -2.665 -2.802
14 H -3.696 -4.219 -3.264
15 H -2.876 -1.022 -3.464
16 H -1.890 -2.464 -4.222
17 H -1.806 -3.547 -1.667
18 H -2.040 -1.910 0.418
19 H -2.819 -0.540 -0.662
20 H -3.684 -2.234 -0.444
21 H -0.235 -1.742 -3.002
22 H 0.231 -2.705 -1.681
23 H -0.676 0.739 -2.631
24 H 0.367 1.231 -1.141
25 H 1.360 0.700 -3.901
26 H 1.899 -0.819 -2.913
27 H 2.480 0.984 -2.353
28 C 3.312 3.633 -0.026
29 O 3.010 3.014 -1.038
30 N 2.592 3.644 1.150
31 C 3.019 4.405 2.306
32 C 1.369 2.873 1.233
33 H 4.223 4.252 0.020
34 H 3.170 3.718 3.144
35 H 2.240 5.129 2.560
36 H 3.953 4.937 2.105
37 H 1.599 1.820 1.045
38 H 0.674 3.224 0.464
39 H 0.911 2.980 2.220
40 C 1.044 1.069 3.735
41 O 0.200 1.953 3.824
42 N 1.265 0.078 4.667
43 C 2.285 -0.934 4.487
44 C 0.452 0.046 5.866
45 H 1.716 1.000 2.864
46 H 1.810 -1.919 4.484
47 H 2.996 -0.871 5.316
48 H 2.820 -0.790 3.544
49 H -0.599 -0.055 5.580
50 H 0.581 0.987 6.408
51 H 0.742 -0.791 6.507

Energy relative to the best compared isomer or geometry (same formula, charge and spin): 5.153 eV
Net charge: +1
Lowest unoccupied orbital energy: -2.96 eV
Orbital gap: 0.307 hartree
2S+1: 1
E: -24601.29791 eV

[5]
C13H32N8O21S | wB97M-V/def2-TZVPD

Element x y z (Å)
1 C -1.705 -3.562 -0.897
2 C -2.130 -2.279 -0.995
3 O -1.975 -1.359 0.047
4 S -1.182 0.029 -0.421
5 O -0.158 -0.343 -1.372
6 O -0.377 0.340 0.974
7 C -1.106 0.088 2.188
8 C -0.547 -1.018 3.096
9 C 0.312 -2.103 2.494
10 O 0.289 -2.555 1.372
11 O 1.163 -2.592 3.450
12 H -1.278 -4.044 -1.771
13 H -1.897 -4.157 -0.015
14 H -2.711 -1.933 -1.851
15 H -2.163 -0.068 1.976
16 H -1.043 1.010 2.767
17 H -1.369 -1.479 3.650
18 H 0.079 -0.523 3.841
19 H 1.559 -3.399 3.094
20 C 1.993 1.700 6.324
21 N 0.729 1.157 5.761
22 O 0.379 1.580 4.675
23 O 0.130 0.326 6.401
24 H 2.388 2.422 5.620
25 H 1.757 2.160 7.278
26 H 2.673 0.864 6.460
27 C -1.581 2.145 -3.712
28 N -2.802 1.526 -4.293
29 O -3.175 1.917 -5.380
30 O -3.352 0.667 -3.639
31 H -1.209 2.887 -4.403
32 H -1.866 2.600 -2.769
33 H -0.858 1.350 -3.551
34 C -0.937 -4.326 -5.343
35 N -1.795 -5.134 -4.433
36 O -1.522 -6.305 -4.286
37 O -2.707 -4.551 -3.894
38 H -0.166 -4.970 -5.747
39 H -1.578 -3.931 -6.125
40 H -0.514 -3.518 -4.753
41 C -4.301 -5.850 2.991
42 N -3.737 -5.466 1.668
43 O -4.360 -4.676 0.994
44 O -2.684 -5.982 1.356
45 H -5.233 -5.318 3.130
46 H -4.452 -6.925 2.977
47 H -3.569 -5.579 3.745
48 C 3.010 3.118 2.217
49 N 4.161 3.395 3.122
50 O 3.947 3.550 4.309
51 O 5.252 3.454 2.608
52 H 2.099 3.085 2.804
53 H 2.975 3.920 1.484
54 H 3.205 2.165 1.734
55 C 3.150 3.346 -1.745
56 N 1.967 4.216 -1.509
57 O 1.978 4.946 -0.537
58 O 1.073 4.134 -2.317
59 H 3.873 3.518 -0.957
60 H 2.798 2.321 -1.746
61 H 3.553 3.612 -2.717
62 C 3.976 -1.801 2.032
63 N 5.184 -1.269 1.348
64 O 5.043 -0.306 0.625
65 O 6.232 -1.831 1.566
66 H 3.116 -1.211 1.740
67 H 3.863 -2.836 1.725
68 H 4.164 -1.734 3.099
69 C -2.503 6.173 -5.930
70 N -2.010 5.584 -4.656
71 O -0.894 5.109 -4.640
72 O -2.767 5.608 -3.712
73 H -1.723 6.074 -6.674
74 H -3.396 5.624 -6.211
75 H -2.739 7.214 -5.734

Lowest unoccupied orbital energy: -0.20 eV
Orbital gap: 0.297 hartree
2S+1: 1
E: -79728.23564 eV

[6]
C13H33AsF6MnO15S4 | wB97M-V/def2-TZVPD

Element x y z (Å)
1 Mn -18.043 5.728 -5.055
2 O -19.570 9.445 -6.522
3 C -19.826 8.196 -6.058
4 O -21.001 7.869 -5.848
5 O -18.821 7.445 -5.812
6 H -18.606 9.379 -6.690
7 As -15.191 6.933 -7.343
8 F -16.511 8.096 -7.554
9 F -14.135 8.157 -7.975
10 F -13.988 5.691 -7.172
11 F -16.409 5.903 -6.532
12 F -15.559 6.238 -8.883
13 F -14.773 7.477 -5.719
14 O -14.957 2.352 -5.379
15 S -16.004 2.783 -4.501
16 O -16.815 3.938 -4.837
17 O -17.069 1.560 -4.330
18 C -17.059 0.559 -5.377
19 C -18.250 -0.369 -5.188
20 C -15.337 2.879 -2.820
21 H -16.147 -0.026 -5.230
22 H -17.033 1.062 -6.342
23 H -18.351 -0.772 -4.183
24 H -18.090 -1.223 -5.849
25 H -19.156 0.125 -5.536
26 H -14.870 1.899 -2.761
27 H -16.149 2.996 -2.109
28 H -14.657 3.727 -2.824
29 O -16.183 11.849 -6.969
30 S -15.194 12.524 -7.750
31 O -15.448 13.071 -9.077
32 O -14.599 13.684 -6.801
33 C -13.964 14.826 -7.374
34 C -14.995 15.839 -7.882
35 C -13.739 11.434 -7.880
36 H -13.329 14.479 -8.191
37 H -13.322 15.359 -6.677
38 H -15.235 16.617 -7.147
39 H -15.956 15.380 -8.102
40 H -14.726 16.507 -8.704
41 H -13.159 11.345 -6.966
42 H -13.141 11.701 -8.746
43 H -14.173 10.448 -8.062
44 O -10.274 9.137 -4.734
45 S -9.929 8.321 -5.878
46 O -8.586 8.254 -6.344
47 O -10.322 6.757 -5.522
48 C -11.664 6.378 -5.193
49 C -11.664 4.955 -4.690
50 C -11.100 8.678 -7.220
51 H -12.133 6.413 -6.175
52 H -12.172 7.018 -4.470
53 H -12.696 4.678 -4.443
54 H -11.051 4.811 -3.803
55 H -11.459 4.237 -5.485
56 H -12.121 8.571 -6.854
57 H -11.032 7.852 -7.927
58 H -10.848 9.671 -7.575
59 O -19.690 2.294 -7.278
60 S -19.751 3.725 -7.407
61 O -19.000 4.544 -6.470
62 O -19.405 4.100 -8.927
63 C -18.003 4.324 -9.194
64 C -17.232 3.036 -9.463
65 C -21.474 4.215 -7.387
66 H -17.473 4.794 -8.358
67 H -17.869 5.090 -9.954
68 H -17.630 2.685 -10.422
69 H -17.393 2.287 -8.694
70 H -16.190 3.248 -9.693
71 H -21.642 5.047 -8.066
72 H -21.621 4.681 -6.408
73 H -22.102 3.335 -7.448

Lowest unoccupied orbital energy (alpha / beta): -1.47 / -1.88 eV
Orbital gap (alpha / beta): 0.292 / 0.276 hartree
2S+1: 6
E: -196535.48302 eV

[7]
C13H33BN2OP2Rh | wB97M-V/def2-TZVPD

Element x y z (Å)
1 Rh 0.028 0.016 0.029
2 H 0.767 0.080 -3.549
3 H -1.056 -0.025 -1.937
4 P 0.279 -2.367 -0.170
5 P 0.231 2.370 -0.083
6 C 1.876 3.007 0.413
7 H 1.895 4.105 0.343
8 H 2.101 2.716 1.444
9 H 2.630 2.572 -0.254
10 C 0.004 3.204 -1.694
11 H -1.022 3.059 -2.051
12 H 0.194 4.282 -1.577
13 H 0.707 2.776 -2.420
14 C -0.853 3.360 1.012
15 H -0.714 3.058 2.058
16 H -0.619 4.431 0.911
17 H -1.895 3.186 0.717
18 C 1.092 -3.025 -1.674
19 H 1.233 -4.113 -1.580
20 H 0.484 -2.794 -2.558
21 H 2.071 -2.544 -1.778
22 C 1.303 -3.126 1.150
23 H 0.843 -2.900 2.118
24 H 1.363 -4.216 1.014
25 H 2.313 -2.702 1.136
26 C -1.215 -3.416 -0.074
27 H -1.878 -3.183 -0.916
28 H -0.942 -4.483 -0.108
29 H -1.734 -3.201 0.868
30 C -1.549 -0.140 0.924
31 O -2.494 -0.234 1.601
32 H -2.022 -0.858 -2.973
33 H -2.086 0.763 -2.945
34 H -0.557 1.034 -4.748
35 H -0.476 -0.952 -4.773
36 B -0.320 0.040 -4.063
37 N -1.447 -0.024 -2.892
38 H 1.115 0.067 -1.170
39 C 3.484 -0.543 0.443
40 C 2.721 -0.165 1.635
41 C 3.315 0.000 2.910
42 C 2.291 0.397 3.789
43 C 1.098 0.498 3.036
44 C -0.143 0.973 3.651
45 N 1.377 0.123 1.733
46 H 4.193 0.260 0.195
47 H 2.885 -0.728 -0.458
48 H 4.112 -1.412 0.686
49 H 4.374 -0.162 3.041
50 H 2.286 0.627 4.847
51 H -0.470 0.245 4.406
52 H 0.087 1.887 4.218
53 H -1.003 1.140 2.995

Net charge: +2
Lowest unoccupied orbital energy (alpha / beta): -5.99 / -11.14 eV
Orbital gap (alpha / beta): 0.232 / 0.140 hartree
2S+1: 6
E: -41284.45144 eV

[8]
C13H33Br3O12S4 | wB97M-V/def2-TZVPD

Element x y z (Å)
1 O -1.436 6.637 -17.522
2 S -0.221 6.976 -16.900
3 O 0.094 6.497 -15.590
4 O 0.892 6.533 -17.902
5 C 2.292 6.563 -17.474
6 C 2.697 5.328 -16.724
7 C -0.087 8.733 -16.912
8 H 2.432 7.461 -16.869
9 H 2.826 6.671 -18.414
10 H 2.039 5.103 -15.893
11 H 3.734 5.419 -16.395
12 H 2.692 4.452 -17.380
13 H 0.853 9.017 -16.444
14 H -0.944 9.112 -16.367
15 H -0.023 9.037 -17.954
16 O -8.431 8.437 -23.184
17 S -7.801 9.664 -23.492
18 O -7.593 10.680 -22.516
19 O -6.347 9.398 -24.064
20 C -6.190 8.172 -24.827
21 C -4.938 8.277 -25.664
22 C -8.594 10.378 -24.900
23 H -7.065 7.935 -25.437
24 H -6.120 7.351 -24.117
25 H -4.100 8.603 -25.051
26 H -5.122 8.874 -26.553
27 H -4.670 7.260 -25.962
28 H -8.975 11.357 -24.624
29 H -9.454 9.758 -25.147
30 H -7.906 10.421 -25.737
31 O -6.806 4.348 -19.550
32 S -6.152 3.716 -18.459
33 O -4.823 3.254 -18.620
34 O -6.189 4.649 -17.185
35 C -5.377 5.841 -17.270
36 C -5.991 6.903 -16.408
37 C -7.182 2.432 -17.843
38 H -5.287 6.157 -18.312
39 H -4.356 5.644 -16.935
40 H -7.073 6.999 -16.499
41 H -5.582 7.894 -16.620
42 H -5.775 6.730 -15.350
43 H -8.136 2.886 -17.594
44 H -6.651 1.899 -17.066
45 H -7.330 1.808 -18.726
46 O -3.006 10.529 -19.769
47 S -3.714 11.675 -20.217
48 O -4.507 12.432 -19.309
49 O -2.629 12.644 -20.870
50 C -2.997 14.019 -21.000
51 C -1.977 14.701 -21.884
52 C -4.663 11.211 -21.591
53 H -3.042 14.530 -20.036
54 H -4.011 14.146 -21.395
55 H -2.246 15.732 -22.095
56 H -1.842 14.155 -22.820
57 H -1.000 14.670 -21.396
58 H -5.455 10.582 -21.174
59 H -4.094 10.553 -22.243
60 H -5.158 12.001 -22.146
61 C -4.365 6.929 -21.371
62 Br -6.117 7.321 -20.654
63 Br -4.437 5.509 -22.669
64 Br -3.214 6.412 -19.921
65 H -3.990 7.830 -21.833

Energy relative to the best compared isomer or geometry (same formula, charge and spin): 0.000 eV
Lowest unoccupied orbital energy: 0.31 eV
Orbital gap: 0.364 hartree
2S+1: 1
E: -292052.27510 eV